Entry 1:
# C4H30N2O11

A 10-piece molecular cluster, C4H30N2O11 overall (ωB97M-V with the def2-TZVPD basis set, the Open Molecules 2025 dataset).

For the HOMO-LUMO gap, the calculation gives 8.55 eV. The value obtained for the energy above the lowest of the compared OMol25 structures with the same formula, charge and spin is 4.183 eV. For the total energy, the calculation gives -30135.2565 eV.

Structure (XYZ):
```
47
Properties=species:S:1:pos:R:3:forces:R:3
N 2.2608 -1.7673 -0.9009 2.312 -0.610 0.191
C 1.7988 -0.8231 -1.8888 -1.001 -0.482 -0.995
C 0.2380 -1.0350 -1.8928 1.450 1.834 -1.874
C -0.1282 -1.8560 -3.1398 -1.162 -0.866 0.112
O -0.7420 -3.1504 -2.8584 0.987 0.572 0.938
N -0.3480 0.3444 -1.8441 0.044 -0.051 1.664
C -1.5041 0.4629 -0.9604 1.160 -0.617 -1.159
O -2.3573 -0.5690 -1.2902 -2.562 -1.297 -0.570
H 3.2702 -1.9280 -1.0106 -0.559 -0.020 0.104
H 2.1672 -1.5843 0.0886 -0.205 0.796 0.019
H 2.3243 -1.1207 -2.8454 -0.939 0.005 0.802
H 1.9404 0.2722 -1.9119 0.544 -0.409 1.137
H -0.0615 -1.6137 -1.0308 -0.061 0.255 0.262
H 0.7228 -2.0372 -3.7999 0.010 0.185 0.109
H -0.8863 -1.2934 -3.6510 -0.046 -0.077 -0.507
H -0.1944 -3.5160 -2.1326 -0.527 0.007 -0.622
H -0.3845 0.8510 -2.7095 -0.276 -0.333 -0.252
H -2.1078 1.3754 -1.1623 0.954 -0.117 0.492
H -1.1410 0.3186 0.0643 -0.256 0.566 0.140
H -2.4325 -1.3589 -0.7405 0.569 0.424 0.181
O 1.5036 1.3952 4.0180 0.456 -1.048 -0.732
H 1.0894 1.3901 4.8786 -0.071 0.531 0.098
H 1.6389 2.2712 3.6594 -0.314 0.487 0.416
O 1.3165 4.0026 1.7216 -0.297 0.133 -0.100
H 1.9167 3.5239 1.1417 0.128 0.033 -0.182
H 1.0531 4.7851 1.2143 0.184 -0.226 0.252
O -0.3886 -2.9444 0.8360 -0.790 -0.464 0.192
H -0.1531 -3.8881 0.9202 0.256 0.944 -0.059
H 0.3916 -2.3965 0.7472 0.501 -0.537 -0.039
O -4.2428 -0.2720 2.2737 1.963 -0.113 -1.179
H -3.4763 0.1132 1.7782 -1.107 0.592 0.626
H -3.8969 -1.1684 2.1494 -0.819 -0.490 0.565
O 2.0280 2.6115 -1.2825 0.307 0.364 0.302
H 1.2548 3.1782 -1.2734 -0.213 0.068 -0.166
H 1.7910 1.8989 -0.6839 -0.141 -0.341 -0.104
O 3.2346 -0.9190 2.1141 -0.449 0.374 0.377
H 2.7397 -0.3336 2.7187 0.168 -0.172 -0.250
H 3.8789 -1.3379 2.6913 0.069 -0.099 -0.029
O -2.1910 3.3283 2.6129 0.035 0.027 0.439
H -1.4050 3.3788 2.0664 0.110 -0.038 -0.194
H -2.9367 3.1384 2.0439 -0.057 -0.016 -0.232
O -1.9435 0.3043 -4.4363 -0.394 -0.257 0.208
H -1.9048 1.2354 -4.6632 -0.397 0.112 0.155
H -2.5833 0.1532 -3.7084 0.497 0.407 -0.559
O -0.2983 -1.3954 4.1892 0.468 -1.490 1.093
H -0.0153 -1.2979 3.2849 -0.475 0.881 -0.176
H -0.8363 -0.7265 4.6054 -0.054 0.569 -0.896
```
Forces are in eV/Å.

Entry 2:
# C3H3N2OP

One molecule with the formula C3H3N2OP (ωB97M-V with the def2-TZVPD basis set, the Open Molecules 2025 dataset).

For the HOMO-LUMO gap, the calculation gives 10.48 eV. The value obtained for the energy above the lowest of the compared OMol25 structures with the same formula, charge and spin is 1.303 eV. For the total energy, the calculation gives -17474.0637 eV.

Structure (XYZ):
```
10
Properties=species:S:1:pos:R:3:forces:R:3
C -0.0312 0.1351 -1.7997 1.705 1.169 0.500
O -0.4125 -0.1548 -0.4792 1.513 -0.487 3.263
P 0.5094 0.5460 0.8112 -1.629 -0.500 -1.789
C -0.9151 0.6530 1.9306 -0.520 -0.222 -0.579
N -2.0148 0.7026 2.2801 0.708 0.140 0.201
C 1.1627 -0.9383 1.5324 -0.372 0.262 -0.060
N 1.5874 -1.8848 2.0114 0.471 -0.675 0.305
H -0.9085 -0.0718 -2.3253 -0.788 -0.892 -1.567
H 0.9819 -0.1671 -2.1918 -1.282 -0.741 0.526
H 0.0407 1.1802 -1.7697 0.194 1.947 -0.802
```
Forces are in eV/Å.

Entry 3:
# C5H10NS

An isolated ion of composition C5H10NS and charge +1 (ωB97M-V with the def2-TZVPD basis set, the Open Molecules 2025 dataset).

For the HOMO-LUMO gap, the calculation gives 8.50 eV. The value obtained for the energy above the lowest of the compared OMol25 structures with the same formula, charge and spin is 1.740 eV. The net charge is +1. For the total energy, the calculation gives -17664.5825 eV.

Structure (XYZ):
```
17
Properties=species:S:1:pos:R:3:forces:R:3
C -1.9369 -1.0870 0.3961 0.548 -2.529 1.180
C -0.9020 -0.2354 -0.1601 -0.578 1.612 -0.462
N -0.7582 0.0901 -1.4217 -1.589 -2.103 4.010
C 0.0559 0.4424 0.9013 -0.688 -0.305 -3.693
C 1.0500 1.3343 0.2030 0.279 -0.487 0.572
C 2.2281 0.8197 -0.1282 0.125 -0.173 -0.499
S 2.5412 -0.9255 -0.0557 -0.721 0.812 0.207
H -2.4996 -0.5971 1.1871 -0.224 0.486 -0.213
H -1.2600 -1.7285 1.0946 -1.279 0.263 -1.179
H -2.6141 -1.7477 -0.2267 1.082 1.046 0.456
H -0.0216 0.6717 -1.5006 3.232 2.645 -1.384
H -1.3872 -0.0613 -2.1496 -1.143 -0.737 -1.309
H 0.5282 -0.4301 1.2958 0.595 -0.262 0.986
H -0.5841 0.9264 1.5888 -0.610 0.451 0.943
H 0.9447 2.3645 -0.1153 -0.705 0.123 0.731
H 2.9181 1.5483 -0.5508 0.412 -0.752 -0.134
H 3.8137 -0.8135 -0.2749 1.266 -0.090 -0.213
```
Forces are in eV/Å.

Entry 4:
# C5H10N3O

An isolated ion of composition C5H10N3O and charge +1 (ωB97M-V with the def2-TZVPD basis set, the Open Molecules 2025 dataset).

For the HOMO-LUMO gap, the calculation gives 10.15 eV. The value obtained for the energy above the lowest of the compared OMol25 structures with the same formula, charge and spin is 3.222 eV. The net charge is +1. For the total energy, the calculation gives -11855.5575 eV.

Structure (XYZ):
```
19
Properties=species:S:1:pos:R:3:forces:R:3
O -2.2851 1.5193 -0.2701 -0.336 0.530 -0.114
C -1.9666 0.3990 -0.0632 1.070 1.149 0.299
N -2.5670 -0.8060 0.0191 0.587 -1.380 0.395
N -1.2890 -1.4695 0.3229 -0.991 -0.650 0.410
C -0.5345 -0.2402 0.1146 -1.272 -0.883 -0.820
C 0.3911 0.1545 1.2271 0.619 3.433 -2.718
C 1.6218 0.8866 0.6054 -0.126 -2.240 -1.185
C 1.7697 0.0885 -0.6948 -1.338 0.110 -1.154
N 0.2797 0.0059 -1.1521 -0.109 1.429 -0.931
H -3.2853 -1.1404 0.6425 -0.682 0.677 -0.011
H -1.3384 -2.3174 -0.2250 1.323 0.015 -0.420
H 0.8398 -0.6348 1.6611 0.683 -2.934 1.928
H 0.0414 0.9023 1.8643 -1.429 0.433 1.564
H 1.5951 1.8928 0.3144 -0.919 1.648 -0.100
H 2.3872 0.8377 1.3424 1.070 -0.402 0.140
H 2.1484 0.5654 -1.6099 1.059 -0.145 0.782
H 1.9950 -0.9867 -0.6371 0.624 0.545 0.268
H -0.0981 0.9856 -1.4730 1.068 -2.005 0.356
H 0.2949 -0.6426 -1.9884 -0.901 0.670 1.311
```
Forces are in eV/Å.

Entry 5:
# C24H29N4O2Y

C24H29N4O2Y as an isolated structure (ωB97M-V with the def2-TZVPD basis set, the Open Molecules 2025 dataset).

For the HOMO-LUMO gap, the calculation gives 7.63 eV. The value obtained for the energy above the lowest of the compared OMol25 structures with the same formula, charge and spin is 1.237 eV. The net charge is +2. For the total energy, the calculation gives -36442.6385 eV.

Structure (XYZ):
```
60
Properties=species:S:1:pos:R:3:forces:R:3
Y 1.8178 1.3996 -0.0012 -3.084 -0.941 -0.008
O 3.7652 1.5367 -0.0004 2.946 0.809 0.003
N 4.2784 2.7348 0.0001 1.754 0.924 0.000
N 3.4558 3.6818 0.0006 -0.379 -1.118 0.001
O 2.1458 3.4376 0.0006 0.840 1.432 0.001
C 3.8960 5.0065 0.0013 0.774 1.944 0.001
C 5.2712 5.2732 0.0018 -0.240 -0.157 -0.001
C 5.6972 6.5857 0.0025 -0.238 0.139 0.001
C 4.7674 7.6233 0.0027 -0.141 -0.176 -0.001
C 3.4030 7.3504 0.0020 0.336 0.095 0.002
C 2.9601 6.0438 0.0013 -0.049 -0.615 0.000
H 5.9770 4.4583 0.0017 0.093 0.014 0.000
H 6.7524 6.8115 0.0030 0.068 -0.044 0.000
H 5.1052 8.6474 0.0033 0.051 0.097 0.000
H 2.6895 8.1603 0.0021 -0.049 0.017 0.000
H 1.9068 5.8090 0.0008 -0.025 0.068 0.000
C -5.2002 0.7343 -1.2698 0.077 -0.087 0.137
C -4.5838 0.1204 -0.0005 -0.341 0.026 0.001
C -4.8444 -1.3870 -0.0004 0.091 0.273 -0.004
C -5.2002 0.7344 1.2688 0.077 -0.088 -0.138
C -3.1207 0.4593 -0.0005 0.588 0.032 -0.002
C -2.6801 1.7885 -0.0005 0.087 0.001 0.000
C -1.3330 2.0702 -0.0005 -0.225 0.021 0.000
N -0.3786 1.1175 -0.0006 -2.139 -0.605 0.002
C -0.7801 -0.1830 -0.0005 -0.492 0.339 -0.001
C -2.1238 -0.5174 -0.0005 0.155 0.106 0.003
C 0.2794 -1.2198 -0.0005 0.236 -0.620 -0.001
C -0.0312 -2.5705 -0.0005 0.113 0.227 0.001
C 0.9600 -3.5539 -0.0005 0.015 0.559 0.000
C 2.2798 -3.0875 -0.0005 -0.012 0.152 0.001
C 2.5414 -1.7322 -0.0005 0.021 -0.385 -0.001
N 1.5718 -0.7951 -0.0006 -0.511 -1.947 0.002
C 0.6339 -5.0232 -0.0005 0.032 -0.380 -0.004
C 1.2485 -5.6477 -1.2659 -0.086 0.104 0.132
C 1.2486 -5.6477 1.2647 -0.089 0.099 -0.128
C -0.8719 -5.2977 -0.0005 0.268 0.097 0.000
H -6.2561 0.4872 -1.3165 -0.137 -0.010 -0.002
H -4.7146 0.3302 -2.1560 -0.012 -0.018 -0.127
H -5.1041 1.8158 -1.2869 -0.024 0.141 -0.012
H -5.9145 -1.5671 -0.0004 -0.125 0.009 0.000
H -4.4358 -1.8594 0.8887 0.063 -0.143 0.128
H -4.4358 -1.8595 -0.8896 0.062 -0.141 -0.125
H -6.2561 0.4873 1.3154 -0.137 -0.010 0.003
H -5.1041 1.8159 1.2858 -0.024 0.141 0.012
H -4.7146 0.3303 2.1550 -0.012 -0.018 0.127
H -3.3891 2.6008 -0.0004 -0.008 0.103 0.000
H -0.9832 3.1007 -0.0005 -0.066 -0.106 0.000
H -2.4145 -1.5510 -0.0004 -0.036 -0.083 0.000
H -1.0588 -2.8796 -0.0005 -0.108 -0.027 0.000
H 3.1034 -3.7821 -0.0005 0.143 -0.021 0.000
H 3.5663 -1.3690 -0.0005 -0.105 -0.024 0.000
H 2.3299 -5.5535 -1.2831 0.153 -0.006 -0.015
H 0.8436 -5.1729 -2.1572 -0.015 0.002 -0.132
H 1.0011 -6.7046 -1.3017 -0.003 -0.116 0.002
H 2.3300 -5.5536 1.2819 0.153 -0.005 0.015
H 1.0011 -6.7047 1.3005 -0.001 -0.112 -0.002
H 0.8436 -5.1730 2.1561 -0.013 0.001 0.130
H -1.3485 -4.8955 -0.8903 -0.147 0.071 -0.125
H -1.3485 -4.8955 0.8893 -0.147 0.071 0.125
H -1.0422 -6.3698 -0.0005 0.023 -0.112 0.000
```
Forces are in eV/Å.

Entry 6:
# C12H12

C12H12 as an isolated structure (ωB97M-V with the def2-TZVPD basis set, the Open Molecules 2025 dataset).

For the HOMO-LUMO gap, the calculation gives 9.69 eV. The value obtained for the energy above the lowest of the compared OMol25 structures with the same formula, charge and spin is 5.056 eV. For the total energy, the calculation gives -12633.8729 eV.

Structure (XYZ):
```
24
Properties=species:S:1:pos:R:3:forces:R:3
C -1.2817 -1.0500 0.9715 4.062 2.332 4.590
C -1.0119 0.2618 1.4344 0.078 2.106 -2.108
C -1.7014 1.2755 0.6215 -1.978 1.113 4.412
C -2.6305 0.9762 -0.4673 1.241 1.848 1.784
C -2.8185 -0.3229 -0.7997 0.213 -0.786 0.179
C -2.0932 -1.2230 0.0030 -3.606 2.062 -4.184
C 2.3524 -1.0793 0.4442 1.676 -0.844 -0.206
C 2.8453 0.1933 0.7377 -1.847 -1.798 1.065
C 2.3072 1.2338 -0.0196 3.677 4.507 3.824
C 1.4402 1.1858 -0.9901 -1.593 -4.000 -1.831
C 1.0692 -0.1918 -1.2832 -1.596 2.275 -5.362
C 1.6771 -1.2820 -0.8174 0.206 -1.267 1.712
H -0.8524 -1.9206 1.4147 0.397 -0.320 0.501
H -0.1713 0.5846 2.1765 -2.108 -0.815 -1.168
H -2.1021 2.3133 1.4637 1.910 -2.647 -3.354
H -3.1499 1.8344 -0.8901 -0.018 -0.324 -0.048
H -3.5306 -0.7713 -1.5393 0.788 0.936 0.628
H -2.3653 -2.1316 -0.2022 -1.035 -5.507 -1.171
H 2.6166 -1.8954 1.1627 -0.104 0.464 -1.119
H 3.4099 0.3229 1.6882 -0.418 0.218 -1.049
H 2.6248 2.2897 0.3042 -0.047 -1.503 -0.610
H 1.3491 1.9892 -1.6762 -1.057 0.606 -0.206
H 0.4396 -0.3988 -2.2623 1.147 0.761 1.980
H 1.5774 -2.1937 -1.4750 0.011 0.582 1.741
```
Forces are in eV/Å.

Entry 7:
# C22H28N10O3Zn

C22H28N10O3Zn as an isolated structure (ωB97M-V with the def2-TZVPD basis set, the Open Molecules 2025 dataset).

For the HOMO-LUMO gap, the calculation gives 6.73 eV. The value obtained for the energy above the lowest of the compared OMol25 structures with the same formula, charge and spin is 1.451 eV. For the total energy, the calculation gives -92732.2236 eV.

Structure (XYZ):
```
64
Properties=species:S:1:pos:R:3:forces:R:3
Zn -0.5819 0.7300 0.5437 -0.076 0.091 -0.930
O -1.3170 2.3535 1.4201 -0.473 0.015 0.101
C -0.4745 3.1529 1.9865 0.038 0.348 0.268
C -0.7297 4.5467 1.9605 -0.021 0.045 -0.082
C 0.1302 5.4605 2.5185 -0.014 0.010 -0.048
C 1.2851 5.0386 3.1695 0.249 0.192 0.203
C 1.5409 3.6919 3.2680 -0.037 -0.029 -0.132
C 0.7017 2.7357 2.6883 -0.165 0.530 -0.237
C 1.0192 1.3528 2.8752 -0.024 -0.996 0.052
N 0.4416 0.4326 2.1958 0.294 0.709 0.802
N 0.6846 -0.8747 2.4275 0.809 -0.794 0.428
C -0.2964 -1.6112 1.9506 0.006 0.512 0.381
O -1.3582 -1.1460 1.4281 -0.317 -0.110 -0.033
C -0.1233 -3.0737 2.0995 -0.040 -0.353 -0.056
C -1.1914 -3.9349 1.8678 0.034 0.265 -0.049
C -1.0376 -5.2983 2.0371 -0.012 -0.163 0.013
C 0.1904 -5.8130 2.4214 -0.049 -0.110 0.058
C 1.2641 -4.9613 2.6360 0.034 -0.118 0.034
C 1.1089 -3.5994 2.4776 -0.074 0.103 -0.033
H -1.6385 4.8801 1.4759 -0.061 -0.063 -0.053
H -0.0912 6.5179 2.4538 -0.047 0.057 0.002
H 1.9621 5.7572 3.6072 0.040 0.052 0.047
H 2.4249 3.3493 3.7912 0.048 -0.045 0.063
H 1.7454 1.0793 3.6446 -0.032 -0.073 -0.012
H -2.1403 -3.5141 1.5661 -0.055 0.054 0.018
H -1.8794 -5.9622 1.8872 -0.006 -0.020 -0.035
H 0.3036 -6.8767 2.5726 0.033 -0.096 -0.021
H 2.2198 -5.3622 2.9431 0.062 -0.040 -0.005
H 1.9211 -2.9103 2.6462 0.087 0.007 0.053
C 2.7654 1.0373 -3.6910 -0.095 -0.091 -0.176
N 2.7459 1.0601 -2.2402 0.061 0.014 -0.023
C 3.6111 0.0562 -1.6408 -0.015 -0.046 0.111
C 1.5997 1.3668 -1.5494 0.505 0.012 0.446
N 1.2864 0.8946 -0.4085 0.112 -0.040 -0.064
N 0.8516 2.3940 -2.0987 0.298 0.349 -0.479
C -0.4424 2.7472 -1.7980 -0.724 -0.010 -0.233
N -0.8275 3.9372 -2.3867 0.040 0.231 -0.174
N -1.2339 1.9810 -1.1653 -0.134 0.078 -0.081
H 3.7995 1.1165 -4.0306 -0.089 0.053 0.020
H 2.2029 1.8657 -4.1151 0.038 -0.049 -0.063
H 2.3426 0.1009 -4.0692 -0.013 0.018 -0.048
H 4.5356 0.0054 -2.2132 -0.015 0.070 0.011
H 3.1417 -0.9333 -1.6444 0.009 0.050 0.027
H 3.8560 0.3498 -0.6198 0.043 -0.056 -0.017
H 1.8541 0.1069 -0.1223 0.023 -0.004 -0.093
H 1.3266 2.9896 -2.7581 -0.045 -0.121 0.134
H -0.1315 4.6534 -2.5321 -0.026 -0.089 0.133
H -1.7193 4.2998 -2.0829 0.182 -0.064 0.023
H -2.1571 2.3760 -1.0358 0.102 0.235 0.069
C -3.8500 -2.6707 -2.2676 -0.172 -0.040 0.143
N -2.5439 -2.1977 -1.8954 -0.243 -0.017 0.067
C -1.3155 -2.6553 -2.4898 0.431 -0.037 0.007
C -0.3132 -1.6065 -1.9502 -0.543 -0.409 -0.361
O 0.8606 -1.5557 -2.2429 0.359 -0.085 -0.119
N -0.9977 -0.7749 -1.1315 -0.015 0.374 0.608
C -2.2699 -1.1370 -1.1126 0.388 -0.550 -0.853
N -3.2092 -0.4535 -0.4558 -0.233 0.171 -0.012
H -3.7768 -3.2182 -3.2057 -0.011 0.050 0.007
H -4.5224 -1.8239 -2.4137 -0.082 -0.040 -0.038
H -4.2746 -3.3434 -1.5176 -0.024 -0.001 -0.008
H -1.3535 -2.6579 -3.5824 0.013 0.079 0.061
H -1.0388 -3.6570 -2.1446 0.022 0.086 -0.016
H -2.8204 0.1329 0.2729 -0.471 -0.161 0.115
H -4.0658 -0.9303 -0.2219 0.093 0.061 0.073
```
Forces are in eV/Å.